Density functional theory data (wB97M-V/def2-TZVPD) for a cluster of 10 separate species, C21H61O10S9 in total at a distorted geometry.

The value obtained for the energy above the lowest of the compared OMol25 structures with the same formula, charge and spin is 161.9 kJ/mol. The calculation puts the highest occupied orbital energy at -4.8975 eV. The net charge is -1. The electronic energy comes out at -140749.344 eV.

Geometry as XYZ:
```
101
Properties=species:S:1:pos:R:3:forces:R:3:mulliken_charge:R:1
C -1.619229 0.021975 -0.279437 1.62 -0.40 -1.30 -0.305
C -0.167424 -0.147240 0.232826 1.04 2.51 1.65 1.933
C 0.879762 0.094474 -0.873678 0.17 -0.96 -0.71 -0.212
O 0.104729 0.765566 1.303112 -0.54 -0.87 -0.83 -0.396
H -1.712295 -0.728625 -1.083962 -0.41 0.24 -0.01 0.019
H -1.794556 1.039068 -0.705762 0.16 -0.67 0.47 0.173
H -2.301601 -0.223334 0.503913 -0.50 0.14 0.51 -0.312
H 0.014019 -1.145817 0.616727 -0.42 -0.98 0.03 -0.928
H 0.690476 1.083926 -1.207818 -0.03 1.14 -0.39 0.708
H 0.777348 -0.539515 -1.799646 0.02 0.20 0.81 0.118
H 1.956248 0.082228 -0.536814 -1.16 -0.26 0.03 -1.350
C -4.156341 -2.274543 -0.613545 -0.98 -1.19 0.79 -0.319
S -5.954762 -2.448279 -0.423318 0.78 -1.41 1.16 0.390
O -6.138461 -3.939252 -0.244777 -0.26 0.96 -0.55 -0.657
C -6.008410 -1.832677 1.258338 -0.46 -0.60 1.89 -0.756
H -3.830458 -1.284056 -0.464183 0.26 1.29 -0.52 -0.003
H -3.970263 -2.742567 -1.561214 0.54 0.12 -0.54 0.442
H -3.695416 -2.851149 0.193948 -0.21 -0.27 -0.19 0.061
H -7.039263 -1.786843 1.598289 -0.46 0.47 -0.53 0.449
H -5.536648 -0.864909 1.431307 0.01 -0.05 -0.24 0.228
H -5.683532 -2.582456 2.045549 0.54 0.55 -1.36 0.197
C 2.030590 2.081517 -3.687729 -0.07 1.11 -1.21 -0.089
S 2.994705 3.298234 -4.550676 -0.91 0.07 -0.88 0.465
O 2.336342 3.417033 -5.907250 0.64 0.07 0.68 -0.674
C 2.333743 4.685985 -3.606050 -0.32 1.48 -2.42 -0.873
H 2.256570 2.178644 -2.698319 0.77 -0.13 2.84 -0.493
H 2.113299 1.108659 -4.031148 0.89 -1.92 -0.79 0.709
H 1.013193 2.300600 -3.812705 -1.52 0.81 -0.23 0.073
H 2.316847 4.705075 -2.586335 0.16 -1.04 2.90 0.153
H 1.314255 4.912925 -3.926231 -0.02 -0.46 -0.29 0.355
H 2.887518 5.599322 -3.813063 0.37 -0.09 -0.61 0.374
C 3.914959 -2.320207 -0.127112 -0.18 -2.26 -0.71 -0.388
S 4.800989 -0.832935 -0.627197 2.31 -0.58 1.52 0.604
O 6.288058 -1.211035 -0.572649 -1.77 0.40 -0.31 -0.793
C 4.238461 -0.825464 -2.270384 0.52 0.68 -1.74 -0.479
H 4.560120 -2.885987 0.604132 -0.68 0.82 -0.68 0.467
H 3.709537 -3.023844 -1.006727 0.63 0.92 1.01 0.294
H 2.910799 -2.122064 0.274016 0.40 0.31 0.13 -0.329
H 3.197197 -0.953939 -2.174945 -1.49 -0.17 -0.08 -0.163
H 4.640775 -1.600431 -2.929741 0.17 -0.10 0.44 0.504
H 4.383803 0.155871 -2.746655 0.22 -0.23 0.40 0.273
C 3.216460 -1.562053 3.158259 1.00 -1.30 -0.67 -1.300
S 1.530351 -1.359929 2.823075 -1.82 -0.38 0.47 1.302
O 0.931096 -2.699780 3.222167 0.12 0.48 -0.43 -0.854
C 1.153790 -0.349792 4.255296 -2.49 -0.25 0.10 -1.360
H 3.801497 -0.654752 2.976549 0.07 -0.42 -0.30 0.335
H 3.411548 -2.468540 2.512278 0.55 1.27 0.60 0.237
H 3.300347 -1.886969 4.172151 0.25 -0.18 0.83 0.558
H 1.871249 0.341476 4.559587 1.29 1.62 -0.24 0.542
H 1.044251 -0.961707 5.142304 0.09 -0.87 -0.08 0.592
H 0.143269 0.105413 4.109153 0.99 -0.02 -0.20 -0.088
C -2.020947 -2.011736 5.113253 0.87 -2.18 1.11 -0.811
S -3.248252 -2.590272 4.003967 -1.40 0.71 0.04 0.453
O -4.646534 -2.326707 4.605711 2.14 -0.16 -0.93 -0.677
C -2.900732 -1.251576 2.830285 -0.18 0.34 1.90 0.628
H -2.081963 -1.033783 5.485783 -0.68 1.48 0.33 0.341
H -1.013664 -2.171025 4.745044 0.07 -0.13 -0.74 0.117
H -2.093656 -2.740399 5.915205 -0.02 0.20 0.63 0.466
H -3.541932 -0.474686 3.212782 -0.20 0.60 0.16 0.434
H -3.311391 -1.572055 1.946406 -0.53 -0.50 -2.37 -1.048
H -1.874343 -0.893193 2.779063 0.13 -0.40 -0.14 0.048
C -2.324529 2.643815 1.843081 -0.24 -2.08 0.18 -0.675
S -0.894939 3.622458 1.369935 -1.82 2.95 0.63 0.661
O -1.515694 5.060485 1.173000 1.13 -2.40 -0.14 -0.821
C -0.237012 3.789846 3.027950 1.44 -1.35 0.46 -0.820
H -3.036757 2.650370 0.983784 0.59 -0.09 0.76 0.279
H -2.781810 2.989118 2.756550 -0.30 1.11 0.02 0.535
H -2.043261 1.595269 2.182228 0.17 1.07 -1.29 -0.108
H -0.913174 4.102704 3.813957 -0.33 0.88 -0.45 0.412
H 0.737628 4.282015 2.978959 -0.50 0.82 -0.01 0.361
H 0.100101 2.836259 3.409991 -0.13 -0.96 -0.30 0.000
C 1.133055 -3.544370 -2.089506 0.95 0.47 0.76 -0.644
S -0.651044 -3.592799 -2.159423 1.13 -1.00 -2.00 0.828
O -0.867538 -4.707438 -3.178150 -0.54 0.81 1.41 -0.780
C -0.854779 -4.173080 -0.494087 -1.07 -0.06 0.53 -0.744
H 1.386057 -2.683152 -1.489199 0.08 0.33 0.50 -0.324
H 1.579720 -3.315178 -3.047522 -0.32 -0.25 -0.49 0.421
H 1.631824 -4.426980 -1.628195 -0.77 0.31 -0.44 0.475
H -0.581883 -3.400588 0.262191 -0.16 -0.40 -0.68 0.047
H -0.316657 -5.098577 -0.325004 0.10 -0.15 0.01 0.436
H -1.944472 -4.362278 -0.472297 0.47 -0.06 0.45 0.248
C -3.073374 0.214409 -3.591559 -1.73 1.29 0.74 -1.038
S -1.345680 0.607372 -3.748490 0.66 -1.67 0.05 0.980
O -0.767622 -0.737109 -4.076381 0.45 0.32 0.11 -0.693
C -1.302635 1.538823 -5.266236 -0.98 -0.62 -1.10 -1.243
H -3.619493 1.006420 -2.990988 0.58 -0.82 -0.78 0.333
H -3.253054 -0.746334 -3.126007 0.82 -0.09 0.67 0.048
H -3.555800 0.044543 -4.534608 -0.09 0.47 -0.86 0.480
H -0.291079 1.538738 -5.677585 0.10 0.40 0.60 0.389
H -1.707316 2.503070 -4.992745 0.18 0.56 -0.35 0.383
H -1.903840 1.078480 -6.087250 0.09 0.18 0.84 0.407
C 3.003851 4.332548 0.287157 2.01 0.47 -0.04 -1.290
S 2.772543 2.603129 -0.018798 0.84 -1.15 0.05 0.832
O 4.054193 2.101589 -0.661263 -0.88 0.81 0.12 -0.658
C 2.848898 2.058330 1.690759 -0.40 -0.34 0.77 0.337
H 2.179634 4.821073 0.767464 -0.69 0.16 -0.05 0.283
H 3.284373 4.750921 -0.693662 -0.48 0.07 0.41 0.375
H 3.906247 4.462554 0.918741 -0.40 -0.13 -0.23 0.402
H 1.853039 2.261809 2.109225 0.25 -0.03 -0.07 -0.465
H 3.657026 2.538421 2.282400 -0.32 -0.19 -0.62 0.644
H 2.929121 0.951448 1.730175 0.04 0.79 -0.41 -0.678
```
Forces are in eV/Å.

---

Density functional theory data (wB97M-V/def2-TZVPD) for the molecule C3H7NOS at a distorted geometry.

As for the SMILES: C=NOCSC. The value obtained for the energy above the lowest of the compared OMol25 structures with the same formula, charge and spin is 539.6 kJ/mol. The calculation puts the highest occupied orbital energy at -8.4846 eV. The net charge is 0. The electronic energy comes out at -17592.337 eV.

Geometry as XYZ:
```
13
Properties=species:S:1:pos:R:3:forces:R:3:mulliken_charge:R:1
C -2.657891 -0.847213 0.132662 -1.48 -0.08 -2.16 -0.181
N -1.514549 -0.494627 -0.495763 -5.12 -0.62 2.23 -0.428
O -0.690290 0.258634 0.321625 -0.77 0.02 0.61 -0.116
C 0.040895 1.133894 -0.498521 0.20 -4.32 -3.91 -0.369
S 1.536129 0.224715 -1.010900 -2.08 2.10 -3.59 -0.116
C 2.365190 -0.218259 0.335173 1.48 -1.86 6.29 -0.742
H -3.687211 -1.145103 -0.561166 3.81 0.28 1.32 0.193
H -3.133617 -0.865993 1.218825 2.25 0.75 -1.81 0.248
H -0.408769 1.321948 -1.543236 0.12 0.13 2.01 0.273
H 0.298548 1.918623 0.051340 0.71 3.57 2.15 0.401
H 3.052211 -0.842187 -0.193135 0.99 -0.99 0.46 0.275
H 2.977508 0.391617 1.070057 -0.55 0.52 -1.57 0.307
H 1.821847 -0.836049 1.173040 0.45 0.50 -2.03 0.256
```
Forces are in eV/Å.

---

Density functional theory data (wB97M-V/def2-TZVPD) for the molecule C5H10O at a distorted geometry.

The value obtained for the energy above the lowest of the compared OMol25 structures with the same formula, charge and spin is 355.8 kJ/mol. The calculation puts the highest occupied orbital energy (spin up / spin down) at -7.3252 / -7.2305 eV. The net charge is 0. The electronic energy comes out at -7391.077 eV.

Geometry as XYZ:
```
16
Properties=species:S:1:pos:R:3:forces:R:3:mulliken_charge:R:1
C -1.612872 1.463937 -1.318436 -0.05 0.78 -0.61 -0.533
O -1.409452 0.314471 -0.748236 -0.80 -0.20 0.86 -0.238
C -0.541290 -0.611010 -1.046747 0.80 -0.55 -0.33 -0.359
C -0.097581 -1.453447 0.103206 0.01 -0.01 0.02 -0.399
C 1.118816 -0.792213 0.789045 0.08 -0.02 0.01 -0.472
C 0.855760 0.677619 1.124287 0.01 0.08 0.05 -0.957
H -0.956286 1.777793 -2.123327 -0.16 -0.02 0.05 0.322
H 0.528535 1.243867 0.245693 0.17 -0.09 0.17 0.258
H -2.448331 2.027746 -0.935246 0.10 -0.06 -0.10 0.267
H 0.142866 -0.376632 -1.866519 -0.11 -0.08 0.05 0.338
H -0.929241 -1.540988 0.814274 0.11 0.04 -0.11 0.287
H 0.158348 -2.469622 -0.223627 -0.02 0.19 0.03 0.285
H 1.981052 -0.862556 0.112124 -0.13 0.02 0.08 0.277
H 1.393776 -1.345202 1.696760 -0.06 0.04 -0.13 0.307
H 0.059579 0.777697 1.872752 0.15 -0.02 -0.09 0.273
H 1.756320 1.168540 1.503996 -0.10 -0.11 0.07 0.344
```
Forces are in eV/Å.